Entry 1:
{
  "formula": "C26H18ClIIrN4O2S2Se",
  "method": "the ωB97M-V functional and the def2-TZVPD basis",
  "elements": ["Ir", "C", "C", "N", "N", "C", "S", "S", "C", "C", "C", "C", "C", "C", "C", "C", "C", "C", "C", "C", "C", "O", "H", "H", "H", "H", "H", "H", "H", "H", "H", "H", "H", "H", "H", "H", "Cl", "C", "C", "C", "I", "C", "O", "C", "N", "C", "C", "C", "C", "H", "H", "H", "H", "Se", "C", "N"],
  "xyz": [[-1.528, -1.268, 0.926], [2.777, -0.926, 1.804], [1.408, -1.454, 1.492], [0.378, -0.674, 1.466], [0.514, 0.633, 1.906], [-0.570, 1.088, 2.433], [-2.062, 0.178, 2.646], [-0.620, 2.729, 3.031], [0.970, 3.386, 2.427], [0.939, 3.806, 0.980], [1.540, 3.033, -0.010], [1.539, 3.455, -1.333], [0.946, 4.659, -1.681], [0.345, 5.437, -0.700], [0.339, 5.010, 0.618], [1.226, -2.892, 1.311], [2.341, -3.691, 1.020], [2.256, -5.064, 0.978], [1.044, -5.692, 1.276], [-0.066, -4.944, 1.584], [-0.005, -3.542, 1.578], [-1.149, -2.925, 1.843], [2.730, 0.098, 2.155], [3.384, -0.958, 0.896], [3.264, -1.552, 2.549], [1.750, 2.655, 2.625], [1.142, 4.250, 3.070], [2.019, 2.103, 0.264], [2.012, 2.844, -2.092], [0.956, 4.991, -2.712], [-0.111, 6.384, -0.962], [-0.125, 5.626, 1.381], [3.290, -3.218, 0.809], [3.128, -5.652, 0.726], [0.973, -6.771, 1.256], [-1.025, -5.393, 1.804], [-1.103, 1.285, -5.466], [-1.009, 0.267, -4.060], [-0.422, -0.964, -4.152], [-0.336, -1.812, -3.034], [0.568, -3.672, -3.178], [-0.834, -1.419, -1.807], [-0.782, -2.155, -0.727], [-1.419, -0.123, -1.720], [-1.866, 0.243, -0.475], [-2.452, 1.412, -0.319], [-2.633, 2.300, -1.389], [-2.182, 1.968, -2.633], [-1.539, 0.726, -2.832], [-0.022, -1.293, -5.101], [-2.788, 1.657, 0.679], [-3.119, 3.246, -1.201], [-2.304, 2.642, -3.469], [-3.856, -1.922, 0.433], [-3.898, -3.553, 1.283], [-3.957, -4.580, 1.805]],
  "forces_ev_per_a": [[0.5, 0.8, 0.6], [0.0, 0.0, 0.0], [0.1, -0.2, 0.1], [-0.4, 0.0, -0.1], [0.0, 0.0, -0.1], [0.0, 0.0, 0.1], [0.1, -0.1, -0.2], [0.0, 0.0, 0.0], [-0.1, 0.1, 0.0], [0.1, 0.0, 0.0], [0.0, 0.0, 0.0], [0.0, 0.0, 0.0], [0.0, 0.0, 0.0], [0.0, 0.0, 0.0], [0.0, 0.0, 0.0], [0.0, 0.2, -0.1], [0.1, -0.1, 0.0], [0.1, 0.1, 0.0], [-0.1, 0.0, 0.0], [0.1, -0.2, 0.0], [-0.2, 0.1, 0.1], [0.2, -0.2, 0.0], [0.0, 0.0, 0.0], [0.0, 0.0, 0.0], [0.0, 0.0, 0.0], [0.0, 0.0, 0.0], [0.0, 0.0, 0.0], [0.0, -0.1, 0.0], [0.0, 0.0, 0.0], [0.0, 0.0, 0.0], [0.0, 0.0, 0.0], [0.0, 0.0, 0.0], [0.0, 0.0, 0.0], [0.0, 0.0, 0.0], [0.0, 0.0, 0.0], [0.0, 0.0, 0.0], [0.0, 0.0, 0.0], [0.0, 0.0, 0.0], [0.0, 0.0, 0.0], [0.0, 0.1, -0.1], [0.0, 0.0, 0.0], [0.0, 0.0, 0.2], [-0.2, -0.3, -0.3], [0.0, 0.0, 0.0], [0.0, 0.0, 0.0], [0.0, 0.0, 0.0], [0.0, 0.1, 0.0], [0.1, 0.0, 0.0], [0.0, 0.0, 0.0], [0.0, 0.0, 0.0], [0.0, 0.0, 0.0], [0.0, 0.0, 0.0], [0.0, 0.0, 0.0], [-0.2, -0.1, 0.0], [0.0, 0.0, 0.0], [0.0, 0.0, 0.0]],
  "homo_lumo_gap_ev": [7.23, 5.25],
  "total_charge": 0,
  "multiplicity": 2,
  "de_lowest_kj_mol": 0.00,
  "largest_force_ev_per_a": 1.102,
  "s2": 0.76,
  "total_energy_ev": -147789.5875,
  "lumo_ev": [-0.72, -2.66]
}

Entry 2:
{
  "formula": "C26H18I4N4O3Pt",
  "method": "the ωB97M-V functional and the def2-TZVPD basis",
  "elements": ["Pt", "I", "C", "C", "C", "I", "C", "C", "C", "C", "N", "C", "C", "O", "H", "H", "H", "H", "I", "C", "C", "C", "I", "C", "C", "C", "C", "N", "C", "C", "O", "H", "H", "H", "H", "N", "C", "N", "C", "C", "C", "C", "C", "C", "H", "H", "H", "H", "H", "H", "C", "O", "H", "H", "H", "H"],
  "xyz": [[-0.228, -0.503, -0.509], [-2.676, 3.457, 2.265], [-0.887, 2.563, 2.666], [-0.014, 3.129, 3.615], [1.250, 2.612, 3.751], [2.425, 3.358, 5.274], [1.798, 1.530, 2.847], [3.123, 1.025, 2.815], [3.525, 0.124, 1.867], [2.568, -0.290, 0.936], [1.245, 0.099, 1.025], [0.915, 1.030, 1.892], [-0.503, 1.439, 1.857], [-1.313, 0.810, 1.180], [-0.273, 4.018, 4.189], [3.754, 1.452, 3.582], [4.519, -0.307, 1.760], [2.892, -0.987, 0.160], [-4.061, -3.098, -3.603], [-3.271, -3.522, -1.723], [-3.713, -4.629, -1.084], [-3.109, -5.015, 0.118], [-3.759, -6.842, 0.807], [-2.033, -4.254, 0.722], [-1.429, -4.573, 1.960], [-0.319, -3.903, 2.403], [0.021, -2.778, 1.690], [-0.677, -2.394, 0.600], [-1.641, -3.112, 0.058], [-2.271, -2.634, -1.173], [-1.965, -1.569, -1.692], [-4.376, -5.369, -1.518], [-1.786, -5.387, 2.555], [0.255, -4.198, 3.298], [0.803, -2.101, 2.045], [-1.590, 2.681, -2.729], [-1.443, 1.390, -2.414], [-0.285, 1.159, -1.823], [0.331, 2.423, -1.693], [1.565, 2.806, -1.139], [1.845, 4.152, -1.135], [0.904, 5.097, -1.596], [-0.268, 4.743, -2.170], [-0.463, 3.378, -2.303], [-2.406, 3.104, -3.186], [-2.148, 0.582, -2.682], [2.312, 2.107, -0.864], [2.854, 4.491, -0.776], [1.183, 6.160, -1.441], [-1.008, 5.460, -2.521], [1.633, -1.268, -3.321], [1.346, -1.627, -1.949], [2.628, -1.615, -3.721], [1.603, -0.184, -3.334], [0.874, -1.707, -4.046], [1.745, -2.512, -1.792]],
  "forces_ev_per_a": [[-0.2, -0.6, 0.5], [-0.3, 0.0, 0.1], [0.3, 0.7, 0.4], [0.0, -0.4, -0.9], [1.4, -1.2, -0.4], [0.1, 0.0, -0.1], [-0.3, 0.9, 0.4], [-0.9, 1.4, 1.2], [-0.6, -0.4, -0.9], [-1.3, 0.2, 0.7], [3.2, -1.0, -1.7], [-0.5, 0.3, 0.9], [0.3, 0.3, 0.8], [-0.5, -0.4, -1.1], [-0.2, -0.4, -0.1], [0.5, -0.3, -0.1], [-0.1, 0.4, 0.3], [-0.7, 0.2, 0.1], [0.2, 0.1, 0.3], [-0.3, 1.1, -1.4], [0.8, -1.2, 0.9], [-0.1, -0.4, 0.2], [0.2, 0.0, 0.4], [-1.4, -1.2, 0.5], [0.1, -0.5, -0.5], [0.1, -0.1, 0.5], [-0.4, 1.1, -0.9], [2.2, 1.5, 0.5], [0.3, 0.0, 0.6], [-0.8, -1.4, 0.2], [0.6, 1.2, -0.5], [-0.2, 0.6, -0.2], [-0.3, -0.5, 0.0], [-0.6, 0.2, -0.6], [-0.3, -0.3, -0.4], [-0.8, 0.5, -0.6], [-0.2, -0.7, -0.6], [0.0, 0.9, 0.3], [0.7, -0.6, -0.2], [-0.6, 0.4, -0.6], [0.9, 0.2, 0.3], [1.6, 1.6, 0.9], [-0.5, 0.1, -0.7], [-1.4, -0.5, 0.7], [0.6, -0.5, 0.3], [0.4, 0.8, 0.3], [0.4, -0.7, 0.5], [-1.3, -0.3, -0.3], [-0.4, -0.8, -0.3], [0.3, -0.1, 0.0], [-0.2, -0.5, -1.5], [1.0, -1.3, -0.3], [-0.8, 0.3, 1.0], [-0.1, 0.0, -0.3], [0.6, 0.6, 1.1], [-0.6, 0.8, 0.0]],
  "homo_lumo_gap_ev": [7.11, 6.29],
  "total_charge": 2,
  "multiplicity": 5,
  "de_lowest_kj_mol": 25.58,
  "largest_force_ev_per_a": 3.743,
  "s2": 6.07,
  "total_energy_ev": -74990.1045,
  "lumo_ev": [-5.95, -7.61]
}

Entry 3:
{
  "formula": "C26H19BrN6O3STi",
  "method": "the ωB97M-V functional and the def2-TZVPD basis",
  "elements": ["Ti", "Br", "C", "C", "C", "C", "O", "C", "C", "N", "C", "C", "C", "C", "C", "C", "C", "C", "N", "C", "C", "H", "H", "H", "H", "H", "H", "H", "H", "H", "H", "N", "C", "C", "C", "C", "C", "C", "S", "O", "O", "N", "C", "N", "C", "C", "C", "N", "H", "H", "H", "H", "H", "H", "H", "H", "H"],
  "xyz": [[-0.243, -0.388, 1.070], [-7.219, -1.959, -0.382], [-5.462, -1.242, -0.228], [-5.290, 0.137, -0.211], [-4.000, 0.633, -0.098], [-2.892, -0.199, 0.000], [-1.673, 0.365, 0.107], [-3.071, -1.616, -0.014], [-2.015, -2.563, 0.076], [-0.716, -2.219, 0.245], [0.301, -3.137, 0.245], [0.203, -4.517, 0.123], [1.347, -5.331, 0.158], [2.607, -4.813, 0.306], [2.757, -3.411, 0.432], [4.001, -2.768, 0.595], [4.067, -1.405, 0.730], [2.881, -0.666, 0.714], [1.702, -1.238, 0.556], [1.614, -2.589, 0.408], [-4.395, -2.099, -0.135], [-6.139, 0.801, -0.287], [-3.824, 1.701, -0.090], [-2.291, -3.608, -0.008], [-0.763, -4.983, -0.004], [1.219, -6.402, 0.063], [3.482, -5.448, 0.335], [4.903, -3.368, 0.619], [5.013, -0.899, 0.857], [2.881, 0.411, 0.833], [-4.557, -3.169, -0.152], [-4.288, 2.094, 7.154], [-3.251, 1.635, 6.367], [-3.516, 0.865, 5.228], [-2.481, 0.367, 4.466], [-1.168, 0.630, 4.841], [-0.884, 1.393, 5.967], [-1.923, 1.890, 6.726], [0.148, 0.075, 3.841], [-0.342, -1.122, 3.095], [1.329, -0.083, 4.627], [0.301, 1.011, 2.569], [0.836, 2.251, 2.384], [1.087, 2.514, 1.086], [1.579, 3.713, 0.815], [1.841, 4.651, 1.803], [1.570, 4.260, 3.101], [1.066, 3.068, 3.409], [-5.197, 2.142, 6.726], [-4.084, 2.863, 7.770], [-4.541, 0.655, 4.950], [-2.685, -0.233, 3.588], [0.145, 1.587, 6.234], [-1.712, 2.479, 7.610], [1.770, 3.929, -0.230], [2.239, 5.628, 1.575], [1.756, 4.924, 3.938]],
  "forces_ev_per_a": [[-0.5, 0.1, -0.2], [0.0, 0.0, 0.0], [-0.1, 0.0, 0.0], [0.0, -0.1, 0.0], [0.1, 0.1, 0.0], [-0.3, -0.1, -0.1], [0.5, -0.4, 0.5], [0.0, 0.1, 0.0], [0.0, 0.0, 0.0], [0.1, 0.1, 0.2], [0.0, -0.1, 0.0], [-0.1, 0.0, -0.1], [0.1, 0.0, 0.0], [-0.1, -0.1, 0.0], [0.1, 0.1, 0.0], [-0.1, 0.0, 0.0], [0.1, 0.0, 0.0], [0.0, 0.0, 0.0], [-0.1, 0.1, 0.1], [0.0, 0.0, 0.0], [0.0, 0.0, 0.0], [0.0, 0.0, 0.0], [0.0, 0.0, 0.0], [0.0, 0.0, 0.0], [0.0, 0.0, 0.0], [0.0, 0.0, 0.0], [0.0, 0.0, 0.0], [0.0, 0.0, 0.0], [0.0, 0.0, 0.0], [0.0, 0.0, 0.0], [0.0, 0.0, 0.0], [0.0, 0.0, 0.0], [0.0, 0.0, 0.0], [0.0, 0.0, 0.0], [0.0, 0.0, 0.0], [0.1, -0.1, -0.1], [0.0, 0.0, 0.0], [0.0, 0.0, 0.0], [0.1, 0.2, -0.2], [-0.1, 0.0, -0.1], [-0.1, 0.0, 0.1], [0.0, -0.1, -0.4], [0.3, 0.1, 0.0], [0.0, 0.0, 0.1], [0.0, 0.0, 0.0], [0.0, 0.0, 0.0], [0.0, 0.0, 0.0], [-0.1, 0.0, 0.1], [0.0, 0.0, 0.0], [0.0, 0.0, 0.0], [0.0, 0.0, 0.0], [0.0, 0.0, 0.0], [0.0, 0.0, 0.0], [0.0, 0.0, 0.0], [0.0, 0.0, 0.0], [0.0, 0.0, 0.0], [0.0, 0.0, 0.0]],
  "homo_lumo_gap_ev": [5.01, 7.31],
  "total_charge": 0,
  "multiplicity": 3,
  "de_lowest_kj_mol": 0.00,
  "largest_force_ev_per_a": 0.797,
  "s2": 2.05,
  "total_energy_ev": -146349.5090,
  "lumo_ev": [-0.39, -0.41]
}